Entry 1:
Computed, not measured: C48H56BBrClN6O4SV as an isolated structure in a non-equilibrium geometry, with ωB97M-V with the def2-TZVPD basis set.

Calculated values
**LUMO energy (alpha / beta)**: 1.8799 / 2.1742 eV
**E_HOMO (alpha / beta)**: -5.39 / -5.28 eV
**Charge**: -1
**Spin multiplicity**: 2
**Kohn-Sham gap (alpha / beta)**: 7.3 / 7.5 eV

Atoms and positions in Å:
V 0.04912 -0.90076 -0.45601
O 2.80525 -3.55709 0.88607
C 1.82440 -2.87457 0.62973
N 1.52054 -2.21910 -0.50603
C 2.27490 -2.62933 -1.68433
C 1.29425 -3.09939 -2.71491
C 1.54507 -4.14323 -3.59572
C 0.55944 -4.49186 -4.50146
C -0.64256 -3.79289 -4.49712
C -0.79350 -2.76036 -3.58611
N 0.15798 -2.42369 -2.72373
C 0.68901 -2.75194 1.59687
C 0.48398 -3.68566 2.59189
C -0.69999 -3.65419 3.29728
C -1.64891 -2.69296 2.96892
C -1.37148 -1.79923 1.96124
N -0.21055 -1.81865 1.28312
H 2.97659 -3.41132 -1.42411
H 2.84052 -1.79652 -2.09441
H 2.49159 -4.66983 -3.56005
H 0.71962 -5.30520 -5.19864
H -1.44236 -4.04441 -5.18258
H -1.70685 -2.16904 -3.53353
H 1.25488 -4.42446 2.76146
H -0.89661 -4.36874 4.08878
H -2.60734 -2.65161 3.47047
H -2.09245 -1.06325 1.63825
Br -1.51282 0.16081 -1.93040
Cl 1.59050 0.37457 -1.49526
C 4.27834 2.54077 -1.60298
C 3.58120 2.73372 -0.25004
C 4.05068 4.07378 0.34600
C 3.87657 1.60904 0.74133
C 5.19110 1.16380 0.83225
C 5.58546 0.29196 1.83046
C 4.67744 -0.06311 2.80929
C 3.34875 0.36389 2.77801
C 2.54889 0.05936 4.05280
C 1.36355 -0.87261 3.85766
C 2.09943 1.32266 4.80434
C 2.91813 1.11547 1.66013
N 1.54223 1.54814 1.53353
B 0.32908 1.02960 0.86193
N -0.63765 2.11332 1.08906
C 0.00432 3.16515 1.77801
C 1.26924 2.83327 2.03997
C -1.98795 2.38367 0.65119
C -2.16974 3.03180 -0.59334
C -3.46142 3.22344 -1.06814
C -4.55806 2.83198 -0.32162
C -4.36672 2.34686 0.95833
C -3.09232 2.14956 1.49440
C -3.07243 1.84428 2.99880
C -2.37296 0.55432 3.42394
C -2.52889 3.01566 3.83631
C -1.00551 3.64938 -1.36867
C -1.21150 3.66123 -2.89030
C -0.81404 5.10617 -0.91359
H 3.86516 3.24574 -2.33174
H 4.12591 1.52902 -1.98011
H 5.35416 2.73203 -1.52783
H 2.50966 2.77563 -0.41736
H 5.11961 4.02586 0.58057
H 3.51626 4.32078 1.26282
H 3.88803 4.88787 -0.37096
H 5.92295 1.51417 0.11168
H 6.60842 -0.06611 1.87752
H 5.00702 -0.67619 3.64318
H 3.25093 -0.45652 4.70971
H 0.64012 -0.44041 3.16799
H 0.86283 -1.05376 4.81595
H 1.70403 -1.82596 3.46272
H 1.25545 1.79751 4.30616
H 2.91428 2.04998 4.88479
H 1.78199 1.04794 5.81616
H -0.51376 4.08049 2.01481
H 2.01862 3.39754 2.57209
H -3.61062 3.67822 -2.04288
H -5.56266 2.94211 -0.71545
H -5.23285 2.12636 1.57444
H -4.12162 1.74073 3.27451
H -1.37874 0.48066 2.98318
H -2.96042 -0.31644 3.12788
H -2.26300 0.53327 4.51379
H -1.44069 3.01337 3.85347
H -2.87950 2.91763 4.86882
H -2.87339 3.97834 3.44615
H -0.10173 3.07979 -1.14788
H -1.93899 4.42686 -3.18576
H -1.55407 2.68868 -3.24579
H -0.26487 3.89894 -3.38339
H -1.74648 5.66257 -1.06172
H -0.02412 5.58962 -1.50083
H -0.54220 5.17689 0.13791
O -0.48205 -4.50591 -0.59080
C -1.56063 -3.93757 -0.59831
N -1.79111 -2.57386 -0.60215
C -3.15698 -2.36198 -0.48411
O -3.72977 -1.32782 -0.19278
C -3.86749 -3.69491 -0.61155
C -5.20689 -4.02131 -0.64083
C -5.54022 -5.37816 -0.63827
C -4.55076 -6.35617 -0.57822
C -3.19909 -6.00512 -0.55789
C -2.88890 -4.66252 -0.59286
H -5.96855 -3.25124 -0.66804
H -6.58331 -5.67705 -0.66891
H -4.83358 -7.40226 -0.54196
H -2.41825 -6.75515 -0.50498
C 1.67014 1.57592 -4.60638
S 1.45090 -0.15643 -5.01879
C -0.07564 0.12367 -5.93434
O 2.49272 -0.48375 -6.05027
H 1.68225 2.16501 -5.52885
H 2.62028 1.65625 -4.07826
H 0.85418 1.86055 -3.93635
H 0.06977 0.96839 -6.61371
H -0.87946 0.32159 -5.21697
H -0.28071 -0.78601 -6.49778

Entry 2:
Computed, not measured: a 10-piece molecular cluster, C8H32O9 overall in a non-equilibrium geometry, with ωB97M-V with the def2-TZVPD basis set.

Calculated values
**LUMO energy**: 0.1198 eV
**E_HOMO**: -8.69 eV
**Kohn-Sham gap**: 8.8 eV

Atoms and positions in Å:
C -2.99377 -0.91220 -0.54671
C -1.82591 -0.33473 -0.24833
C -1.60918 0.51094 0.93030
C -1.13355 1.75137 0.92107
C -0.80254 2.49504 2.17615
C -0.70713 -0.23507 -1.30173
C -0.33804 -1.54787 -2.00969
C 0.58447 -1.27106 -3.18971
H -3.75096 -0.91180 0.25216
H -3.23601 -1.69208 -1.25904
H -1.96237 0.04425 1.85258
H -1.02552 2.25830 -0.02960
H -1.45895 2.19398 2.99523
H -0.90075 3.56279 1.94662
H 0.21195 2.41788 2.56400
H -1.06159 0.50893 -2.01557
H 0.17998 0.29002 -0.92585
H 0.12255 -2.24893 -1.30149
H -1.33636 -1.93675 -2.23188
H 1.57739 -1.65183 -2.94549
H 0.81759 -0.21890 -3.36472
H 0.16627 -1.69531 -4.09771
O 2.99684 -0.10708 3.62562
H 3.53163 -0.90755 3.54627
H 2.89882 0.22191 2.71522
O 2.17161 -3.65713 1.49595
H 1.94352 -2.86568 1.99174
H 1.43836 -3.85432 0.89350
O 0.71525 -1.44369 2.80048
H 0.53619 -2.09232 3.49113
H 1.41792 -0.87026 3.18669
O -2.13679 2.00550 -3.79182
H -2.07616 2.85819 -3.37013
H -2.59492 1.41363 -3.18007
O 1.09447 3.16349 -0.58793
H 1.38697 3.61184 -1.38967
H 1.69858 2.46322 -0.33627
O -0.41780 -4.24221 0.36714
H -1.29010 -3.85721 0.18804
H -0.50386 -4.91360 -0.33225
O -4.05683 1.65373 -1.83452
H -4.81597 1.07233 -1.89650
H -3.85159 1.59708 -0.90143
O 2.92421 -0.25788 0.81050
H 2.80740 0.58064 0.37149
H 2.39066 -1.03301 0.59945
O 3.77213 2.79214 1.14732
H 4.27885 2.48656 1.90592
H 4.22305 2.80471 0.31356

Entry 3:
Computed, not measured: an isolated ion of composition N2O4 and charge +2 in a non-equilibrium geometry, with ωB97M-V with the def2-TZVPD basis set.

Calculated values
**LUMO energy**: -14.2482 eV
**E_HOMO**: -26.53 eV
**Charge**: +2
**Kohn-Sham gap**: 12.3 eV

Atoms and positions in Å:
N -1.27978 -0.00092 -0.00124
N 1.47100 -0.00311 0.00200
O -1.53229 -1.08188 -0.00067
O 2.54869 -0.00044 -0.00281
O -1.53268 1.08023 -0.00069
O 0.32506 0.00611 0.00340

Entry 4:
Computed, not measured: an isolated molecule of C19H20N4O2 in a non-equilibrium geometry, with ωB97M-V with the def2-TZVPD basis set.

Calculated values
**LUMO energy**: 0.3431 eV
**E_HOMO**: -8.63 eV
**Kohn-Sham gap**: 9.0 eV

Atoms and positions in Å:
C 0.45060 -3.16883 -1.05319
C -1.05584 -3.18470 -0.78830
C -1.43188 -4.35104 0.12901
C -1.52606 -1.87840 -0.19905
C -2.46412 -1.10289 -0.87043
C -2.93093 0.08041 -0.33465
C -2.47851 0.51755 0.90964
C -3.02144 1.72684 1.53577
N -3.30717 2.86201 1.04029
N -3.04700 3.17859 -0.26258
C -1.96607 2.90827 -1.05486
O -1.98015 3.19022 -2.23524
C -0.77740 2.37591 -0.35511
C -0.20719 2.75179 0.83440
C 0.98288 2.00423 0.95162
C 1.05733 1.23289 -0.17415
C 2.08242 0.23741 -0.61628
N 3.41040 0.66163 -0.26924
C 4.08924 1.72171 -0.75452
C 5.29338 1.75845 -0.09286
C 5.24217 0.66828 0.78684
N 4.09913 0.02168 0.67005
O 0.00498 1.46842 -0.97446
C -1.54712 -0.26388 1.59212
C -1.06716 -1.43238 1.03628
H 0.75765 -4.10465 -1.51462
H 0.70642 -2.35322 -1.72552
H 1.00736 -3.04858 -0.12692
H -1.56672 -3.32730 -1.74690
H -1.16034 -5.29590 -0.33616
H -2.50296 -4.35405 0.31919
H -0.91421 -4.27721 1.08203
H -2.83927 -1.43111 -1.82901
H -3.67183 0.65408 -0.87188
H -3.23261 1.65966 2.59758
H -3.73162 3.81550 -0.65420
H -0.58943 3.47186 1.52893
H 1.68981 2.03272 1.75503
H 1.92297 -0.72390 -0.11764
H 1.99218 0.09804 -1.69881
H 3.67728 2.35261 -1.51592
H 6.09177 2.45952 -0.22200
H 5.98370 0.33595 1.48553
H -1.18751 0.06274 2.55741
H -0.33715 -2.01088 1.58279

Entry 5:
Computed, not measured: a 9-piece molecular cluster, H18O9 overall in a non-equilibrium geometry, with ωB97M-V with the def2-TZVPD basis set.

Calculated values
**LUMO energy**: -0.2900 eV
**E_HOMO**: -11.29 eV
**Kohn-Sham gap**: 11.0 eV

Atoms and positions in Å:
O -1.44793 2.38215 0.61689
H -1.15893 1.60115 0.15989
H -2.30793 2.37215 0.13689
O -3.13993 -0.00185 -1.10611
H -3.53693 -0.22785 -0.24611
H -2.21993 -0.16085 -1.09911
O 3.13807 -0.97385 1.08589
H 2.33307 -0.43485 1.10589
H 3.29907 -1.02085 0.18289
O 1.14907 0.29515 2.78189
H 1.48407 1.06515 2.39789
H 0.16107 0.24615 2.85089
O 0.60307 -2.19785 1.32789
H -0.05293 -2.73685 1.74889
H 0.72907 -1.51285 1.87589
O 1.16807 -1.09285 -2.64111
H 1.08607 -1.32185 -3.39311
H 2.16507 -0.82985 -2.37611
O 0.70407 1.69915 -3.33011
H 0.72807 1.02515 -2.71311
H 1.03507 1.36515 -4.10711
O -1.57493 0.42815 2.56289
H -1.51493 1.10215 2.03589
H -2.35793 -0.02985 2.14589
O -0.42993 -0.10085 -0.64611
H -0.06693 -0.50885 0.10289
H 0.02607 -0.42985 -1.46111

Entry 6:
Computed, not measured: an isolated molecule of C20H18N4O7 in a non-equilibrium geometry, with ωB97M-V with the def2-TZVPD basis set.

Calculated values
**LUMO energy**: -0.9960 eV
**E_HOMO**: -8.66 eV
**Kohn-Sham gap**: 7.7 eV

Atoms and positions in Å:
C 5.11568 -3.53226 2.44814
O 4.36483 -2.38486 2.85844
C 3.21584 -2.15179 2.02121
C 2.71899 -0.72269 2.25394
C 2.03874 -0.60897 3.63695
N 0.85902 -1.49914 3.70930
C -0.30886 -1.22220 3.00838
C -1.08537 -2.35399 3.06444
N -0.41991 -3.28921 3.84246
C 0.72303 -2.79336 4.27786
N 1.62452 -3.49674 5.10482
O 1.53520 -4.73132 5.16062
O 2.44706 -2.83834 5.77210
O 1.87456 -0.37687 1.10754
C 1.47234 0.91001 1.02961
O 1.84650 1.81501 1.76350
C 0.49998 1.21940 -0.00390
C 0.08703 0.21469 -0.91338
C -0.77126 0.49713 -1.94178
C -1.30382 1.79597 -2.07032
N -2.10099 2.27552 -3.12054
C -2.77179 1.57077 -4.08734
C -3.60916 2.23757 -4.94111
C -3.81309 3.69741 -5.06547
O -3.37826 4.52268 -4.25229
C -4.82323 3.95459 -6.09298
C -5.29755 2.71870 -6.50797
C -4.55520 1.64000 -5.87152
O -4.64700 0.44291 -6.03455
C -0.94374 2.77070 -1.13708
C -0.01493 2.51638 -0.14278
H 5.33034 -3.53048 1.38376
H 6.08523 -3.58497 2.99125
H 4.56427 -4.41627 2.66559
H 3.56334 -2.24614 0.98126
H 2.50586 -2.91510 2.30587
H 3.60353 -0.08707 2.25937
H 1.74376 0.40626 3.85561
H 2.74778 -0.86022 4.42726
H -0.49413 -0.32414 2.42412
H -2.07443 -2.48943 2.62896
H 0.53644 -0.76894 -0.84671
H -1.08516 -0.31112 -2.58060
H -2.26525 3.28487 -3.19758
H -2.81281 0.50280 -4.08102
H -5.24252 4.92710 -6.34091
H -6.14819 2.59433 -7.20448
H -1.41279 3.74474 -1.12632
H 0.27554 3.27609 0.57827